No. 1
{
  "formula": "C12H27F3O8PtS3",
  "method": "ωB97M-V/def2-TZVPD",
  "charge": 0,
  "de_lowest_ev": 0.928,
  "energy_ha": -2688.7917,
  "elements": ["Pt", "C", "C", "C", "S", "O", "C", "C", "C", "H", "H", "H", "H", "H", "H", "H", "H", "H", "H", "H", "H", "H", "H", "C", "S", "O", "O", "O", "H", "H", "H", "C", "C", "O", "C", "C", "H", "H", "H", "H", "H", "H", "H", "H", "H", "H", "F", "C", "F", "F", "S", "O", "O", "O"],
  "positions_angstrom": [[0.3941, -1.2127, 0.2251], [-3.6910, -0.4597, -2.2693], [-3.4847, 1.0510, -2.2141], [-2.0266, 1.4896, -2.1414], [-1.1335, 1.2749, -0.5960], [-1.2841, -0.2294, -0.2410], [-2.2248, 2.0923, 0.5970], [-3.3056, 1.1875, 1.2016], [-2.9253, 0.7036, 2.5960], [-4.7535, -0.6869, -2.3592], [-3.3045, -0.9616, -1.3835], [-3.1719, -0.8861, -3.1286], [-4.0563, 1.4974, -1.3970], [-3.8820, 1.5006, -3.1282], [-1.9154, 2.5607, -2.3380], [-1.4082, 0.9505, -2.8651], [-2.6260, 2.9600, 0.0699], [-1.5482, 2.4616, 1.3695], [-3.4688, 0.3222, 0.5615], [-4.2451, 1.7425, 1.2247], [-2.0629, 0.0374, 2.5489], [-3.7485, 0.1555, 3.0549], [-2.6783, 1.5446, 3.2487], [1.8397, -1.7313, 3.6590], [0.9120, -2.5913, 2.4331], [0.5247, -3.8575, 2.9475], [1.7314, -2.5641, 1.1792], [-0.2404, -1.6625, 2.0846], [2.6166, -2.4036, 4.0180], [1.1592, -1.4721, 4.4675], [2.2665, -0.8439, 3.1932], [4.1790, -0.9074, -0.3268], [3.7585, 0.5394, -0.2487], [2.7814, 0.6938, 0.7684], [2.3228, 2.0193, 0.8858], [1.3751, 2.0860, 2.0636], [4.9440, -1.0277, -1.0956], [3.3351, -1.5443, -0.5855], [4.5909, -1.2439, 0.6254], [3.3390, 0.8653, -1.2089], [4.6193, 1.1825, -0.0250], [1.8145, 2.3225, -0.0395], [3.1670, 2.7062, 1.0318], [0.6108, 1.3095, 1.9693], [0.8924, 3.0637, 2.1211], [1.9120, 1.9202, 2.9986], [2.4396, -1.2591, -4.0525], [1.6976, -2.2918, -3.6526], [2.4415, -3.0713, -2.8714], [1.3171, -2.9842, -4.7218], [0.2187, -1.7105, -2.7323], [-0.5477, -0.9657, -3.6903], [-0.3482, -2.8782, -2.1192], [0.8810, -0.7937, -1.7125]],
  "forces_ev_per_angstrom": [[-0.67, -0.24, 0.29], [0.01, -0.02, -0.01], [-0.01, 0.02, -0.01], [0.05, -0.02, 0.01], [-0.08, -0.06, -0.07], [-0.05, 0.42, -0.13], [0.03, 0.01, -0.05], [0.00, 0.00, 0.00], [0.00, 0.00, 0.00], [0.00, -0.01, -0.01], [-0.02, 0.02, 0.00], [-0.01, 0.02, 0.03], [0.00, 0.00, 0.02], [-0.01, -0.02, 0.00], [0.02, 0.00, 0.02], [-0.04, 0.01, 0.03], [-0.01, -0.02, -0.01], [-0.03, 0.01, 0.00], [-0.04, 0.00, -0.03], [0.02, 0.04, 0.05], [0.01, 0.01, 0.01], [0.02, -0.02, -0.02], [-0.02, -0.01, 0.00], [0.08, -0.01, -0.07], [0.03, 0.34, 0.19], [0.06, -0.06, -0.04], [-0.02, -0.04, -0.18], [0.20, -0.22, 0.29], [0.01, 0.04, -0.02], [0.00, -0.02, -0.01], [-0.02, -0.01, 0.02], [0.02, -0.03, -0.01], [-0.02, 0.02, -0.10], [0.18, -0.07, 0.14], [-0.10, 0.05, 0.00], [0.00, 0.00, 0.02], [0.00, 0.01, 0.01], [0.01, 0.00, 0.01], [-0.02, -0.01, 0.00], [-0.03, 0.01, 0.00], [0.01, 0.03, 0.01], [0.00, -0.02, -0.03], [0.03, -0.01, 0.00], [-0.01, 0.03, 0.01], [0.01, -0.01, -0.01], [-0.02, -0.02, 0.00], [0.04, 0.06, -0.05], [-0.03, 0.03, 0.07], [0.05, -0.02, 0.01], [0.01, -0.06, -0.04], [0.07, -0.17, 0.46], [0.06, 0.06, 0.02], [0.07, 0.27, -0.39], [0.15, -0.29, -0.39]],
  "mulliken_charge": [1.402, -0.987, -0.444, -0.828, 0.843, -0.754, -0.853, -0.097, -1.219, 0.382, 0.129, 0.342, 0.198, 0.437, 0.525, 0.364, 0.520, 0.336, 0.044, 0.415, 0.073, 0.430, 0.377, -0.759, 1.080, -0.593, -0.649, -0.552, 0.380, 0.350, 0.119, -0.834, -0.379, -0.085, -0.340, -0.777, 0.400, -0.043, 0.287, 0.268, 0.397, 0.217, 0.415, -0.099, 0.352, 0.381, -0.216, 0.498, -0.219, -0.201, 1.270, -0.678, -0.672, -0.953]
}



No. 2
{
  "formula": "C12H27F5GeMnO4Te",
  "method": "ωB97M-V/def2-TZVPD",
  "multiplicity": 6,
  "s2": 8.799,
  "charge": 2,
  "energy_ha": -4769.0737,
  "elements": ["Mn", "C", "C", "C", "C", "O", "Ge", "O", "C", "C", "C", "C", "O", "C", "C", "C", "C", "H", "H", "H", "H", "H", "H", "H", "H", "H", "H", "H", "H", "H", "H", "H", "H", "H", "H", "H", "H", "H", "H", "H", "H", "H", "H", "H", "F", "Te", "F", "F", "F", "F", "O"],
  "positions_angstrom": [[-0.8768, 0.5402, -0.0583], [1.3381, 2.6954, -2.1012], [1.2288, 1.1998, -2.3168], [0.2240, 0.8441, -3.3887], [2.5748, 0.5489, -2.5644], [0.7415, 0.6276, -0.9982], [1.7934, -0.2320, 0.4077], [0.3252, 0.5781, 1.3867], [0.3694, 1.4254, 2.6383], [-0.6870, 2.4952, 2.4464], [0.0587, 0.4940, 3.7896], [1.7652, 2.0109, 2.7124], [0.1706, -1.5838, 0.1618], [0.0012, -2.9228, 0.1698], [1.0951, -3.6780, 0.9056], [-1.4272, -3.3145, 0.5141], [0.1963, -3.2273, -1.4559], [1.6632, 3.1739, -3.0251], [0.3698, 3.1230, -1.8334], [2.0656, 2.9343, -1.3243], [0.6115, 1.1848, -4.3490], [0.0666, -0.2327, -3.4500], [-0.7324, 1.3383, -3.2264], [2.9771, 0.9153, -3.5090], [3.3043, 0.8059, -1.7924], [2.4852, -0.5366, -2.6477], [-1.6890, 2.0664, 2.3972], [-0.6730, 3.1780, 3.2958], [-0.4856, 3.0933, 1.5525], [-0.9282, 0.0455, 3.6747], [0.8083, -0.2947, 3.8707], [0.0677, 1.0563, 4.7237], [1.9900, 2.6137, 1.8297], [1.8386, 2.6625, 3.5831], [2.5237, 1.2336, 2.8355], [1.0222, -3.4572, 1.9723], [0.9648, -4.7500, 0.7718], [2.0884, -3.4042, 0.5482], [-1.6204, -3.0550, 1.5565], [-2.1439, -2.7985, -0.1240], [-1.5586, -4.3883, 0.3963], [1.2098, -2.9667, -1.7444], [0.0290, -4.3026, -1.4994], [-0.5552, -2.6713, -2.0066], [-2.6199, 2.2746, -0.5563], [-3.6141, 0.6782, -0.8085], [-4.8704, 1.4056, 0.2779], [-4.4764, -0.9266, -0.7242], [-2.5873, 0.2658, 0.9025], [-4.3894, 1.2397, -2.3454], [-2.0331, -0.0054, -1.4716]],
  "forces_ev_per_angstrom": [[0.44, -0.51, -0.25], [0.00, -0.01, 0.00], [0.01, 0.08, 0.02], [-0.01, -0.01, 0.00], [0.01, 0.01, 0.00], [-0.03, -0.11, 0.03], [0.00, 0.14, -0.03], [-0.12, 0.00, 0.04], [0.00, 0.01, -0.01], [0.02, 0.02, -0.01], [0.00, 0.01, 0.01], [0.00, -0.01, 0.01], [-0.07, 0.03, 0.02], [0.04, 0.04, -0.01], [-0.01, 0.00, -0.01], [-0.01, -0.01, 0.00], [-0.01, -0.03, -0.02], [0.01, 0.00, 0.00], [-0.01, 0.01, -0.01], [0.00, 0.00, 0.00], [0.00, -0.01, 0.00], [0.00, 0.00, 0.00], [0.00, -0.01, 0.01], [0.00, 0.00, 0.00], [0.00, 0.00, 0.00], [0.00, 0.00, 0.00], [0.00, 0.00, 0.00], [-0.01, 0.00, 0.00], [0.00, 0.00, 0.00], [0.00, 0.00, 0.00], [-0.01, 0.00, 0.00], [0.00, 0.00, 0.00], [0.01, 0.01, 0.00], [0.00, 0.00, 0.00], [0.00, 0.00, 0.00], [0.00, 0.00, 0.00], [0.00, 0.00, 0.00], [0.00, 0.00, 0.00], [0.00, 0.00, 0.00], [0.00, 0.01, 0.00], [0.00, 0.00, -0.01], [0.00, 0.01, 0.01], [0.00, 0.00, 0.00], [0.00, 0.01, 0.00], [-0.17, -0.05, -0.05], [0.06, 0.17, 0.11], [-0.01, -0.05, -0.05], [0.02, 0.03, 0.00], [-0.14, 0.06, -0.06], [-0.01, -0.03, 0.03], [-0.02, 0.21, 0.18]],
  "mulliken_charge": [1.130, -1.430, 1.341, -1.433, -1.832, 0.514, 0.059, -0.320, 1.633, -1.742, -1.527, -1.788, -0.167, 1.281, -1.521, -1.440, -1.163, 0.485, 0.317, 0.318, 0.545, 0.263, 0.306, 0.490, 0.487, 0.361, 0.406, 0.520, 0.315, 0.340, 0.356, 0.460, 0.361, 0.493, 0.490, 0.380, 0.466, 0.422, 0.371, 0.336, 0.514, 0.335, 0.564, 0.300, -0.479, 2.202, -0.317, -0.357, -0.676, -0.324, -0.644]
}